Entry 1:
A structure of composition C29H69BaN2O10. Source: the Open Molecules 2025 dataset; level of theory: ωB97M-V/def2-TZVPD.

The geometry in XYZ format:
```
111
Properties=species:S:1:pos:R:3:forces:R:3
Ba -4.7023 3.2204 -4.5770 -1.29 1.11 -1.47
O -8.5408 5.6781 -6.4844 -0.34 0.13 -0.32
C -7.3523 5.0947 -6.3697 1.65 0.77 -0.93
O -6.4765 5.4767 -7.1682 0.68 0.25 -0.65
O -7.1896 4.2835 -5.4836 1.15 -3.03 3.30
H -8.2555 6.1319 -7.2808 -1.22 1.33 -0.95
C -1.5594 4.2901 -7.6242 -0.77 0.75 -0.43
C -2.7142 5.2740 -7.4784 0.08 0.15 -0.19
O -3.8298 4.5734 -6.8718 0.59 -0.80 1.03
H -1.1978 4.0312 -6.6290 0.60 0.00 -0.26
H -0.8650 4.7742 -8.3108 0.68 -0.01 0.66
H -1.8379 3.3944 -8.1794 -0.41 -0.07 0.23
H -2.9382 5.7701 -8.4228 -0.72 -0.80 -0.41
H -2.4937 6.1762 -6.9080 0.37 -0.34 0.71
H -4.6922 4.9328 -7.0928 -1.09 0.78 -0.60
C -10.9035 0.8399 -4.3889 -1.03 -0.43 -0.33
C -10.4281 2.1892 -4.8819 0.54 -0.77 0.16
O -9.0842 2.3299 -4.4402 0.66 0.21 0.33
H -11.9003 0.6455 -4.7848 -0.22 0.14 -0.03
H -10.9917 0.6704 -3.3158 0.29 0.51 0.09
H -10.3198 0.0157 -4.7988 0.40 0.22 -0.02
H -10.9964 3.0619 -4.5601 -0.37 -0.22 0.06
H -10.3985 2.1584 -5.9711 -0.36 0.13 -0.19
H -8.7709 3.1699 -4.7836 0.30 0.22 -0.04
C -7.3821 9.3986 -6.1024 -1.58 1.63 -0.51
C -6.1508 8.7138 -5.7149 2.07 -1.58 -0.23
O -5.3170 8.3321 -6.8447 -0.17 0.31 0.10
H -8.0896 8.8859 -6.7540 0.37 -0.63 -0.18
H -7.1372 10.3207 -6.6295 0.11 0.06 -0.12
H -8.0299 9.7162 -5.2853 0.33 -0.14 0.48
H -6.3003 7.7990 -5.1414 -0.42 -0.01 0.31
H -5.4463 9.3183 -5.1436 -0.48 0.34 0.22
H -5.6937 7.5487 -7.2521 -0.27 -0.18 -0.07
C -9.7170 6.0442 -9.7961 1.23 0.23 -0.25
C -8.5272 7.0088 -9.9159 -1.10 0.12 -0.36
O -8.8537 8.0856 -10.8178 0.38 -0.40 0.68
H -9.4499 5.3204 -9.0262 -0.39 -0.25 0.12
H -9.7851 5.5133 -10.7456 -0.42 -0.02 0.05
H -10.6309 6.5847 -9.5495 0.00 -0.22 0.03
H -7.6376 6.4880 -10.2702 0.04 0.15 0.04
H -8.3408 7.4676 -8.9449 0.43 -0.11 0.28
H -9.0861 8.7749 -10.1913 -0.20 0.51 -0.55
C -9.0025 6.3749 -1.3469 -0.85 0.00 -1.28
C -9.0560 5.7998 -2.8180 1.39 1.49 1.25
O -8.4564 6.8069 -3.7062 -0.60 -0.72 1.03
H -9.5987 5.7214 -0.7100 0.25 -0.15 0.14
H -9.5203 7.3339 -1.3307 -0.03 0.07 -0.13
H -8.0202 6.5649 -0.9146 0.13 -0.38 -0.31
H -10.0902 5.5418 -3.0456 0.05 0.18 -0.37
H -8.4309 4.9070 -2.8341 -0.13 -0.28 -0.25
H -8.5730 6.5484 -4.6233 -0.26 -0.19 -0.07
C -11.1215 8.1746 -6.2245 -0.18 -0.99 -0.51
C -12.4527 7.4292 -6.4451 -0.91 -0.69 -0.94
C -13.2212 8.0552 -7.6552 -1.29 -0.45 0.26
C -14.4890 7.2333 -8.1526 1.49 0.01 0.70
C -14.0398 5.7989 -8.4895 -0.33 0.87 0.33
C -13.2840 5.1155 -7.3162 -0.24 -1.43 -1.42
N -12.1886 5.9828 -6.8663 0.19 1.43 -0.61
O -11.3055 5.3230 -5.9777 -0.67 -0.10 0.72
C -14.3168 4.6734 -6.2670 0.50 0.27 0.61
C -12.6601 3.7810 -7.9432 0.38 1.04 0.39
C -13.3118 7.5929 -5.1629 0.47 -0.13 -0.20
H -10.4041 7.9936 -7.0249 -0.17 -0.01 -0.51
H -10.6113 7.7683 -5.3512 -0.22 0.53 0.43
H -11.3362 9.2431 -6.2066 0.21 -0.05 0.43
H -13.6384 9.0163 -7.3546 0.32 0.26 0.22
H -12.5587 8.2550 -8.4973 0.14 -0.24 -0.06
H -14.9334 7.7821 -8.9829 0.16 -0.26 -0.27
H -15.2810 7.2027 -7.4044 0.16 0.10 0.33
H -13.4618 5.8693 -9.4109 0.34 -0.36 0.07
H -14.9180 5.1794 -8.6710 0.03 -0.06 -0.25
H -13.7697 4.0542 -5.5561 -0.22 0.01 0.34
H -14.7683 5.5176 -5.7458 0.11 -0.04 0.06
H -15.1482 4.0850 -6.6554 0.25 -0.09 -0.36
H -11.8383 4.0578 -8.6036 0.01 0.18 -0.16
H -12.2094 3.1140 -7.2083 -0.23 0.13 0.30
H -13.3574 3.1922 -8.5392 -0.34 0.27 0.16
H -13.0327 8.5116 -4.6470 0.12 -0.01 0.07
H -13.1041 6.7435 -4.5121 -0.17 0.09 0.19
H -14.3796 7.6858 -5.3614 0.04 -0.31 -0.07
H -10.4327 5.4574 -6.3543 -0.02 -0.07 -0.17
C -8.1990 2.7215 -12.0790 -0.71 0.83 0.48
C -6.9975 2.1955 -12.8252 0.16 1.36 -1.27
C -6.6609 3.1930 -14.0238 -0.53 -0.89 0.57
C -6.0878 4.5229 -13.5462 -0.44 -0.87 -1.09
C -4.9176 4.3666 -12.5900 -0.41 0.43 0.73
C -5.0520 3.3182 -11.4422 -1.23 0.74 -0.18
N -5.8148 2.1280 -11.9316 1.07 3.77 -3.73
O -5.8800 1.1219 -11.0940 0.22 -2.94 2.68
C -3.6189 2.9752 -10.9389 -0.90 -0.63 -0.52
C -5.7863 4.0583 -10.2837 0.02 -0.11 1.10
C -7.3289 0.8208 -13.4428 0.55 0.05 0.04
H -9.1307 2.8040 -12.6386 -0.07 -0.92 -0.32
H -8.1109 3.7776 -11.8241 0.57 -0.02 0.37
H -8.3313 2.1449 -11.1636 -0.28 0.04 0.03
H -6.0927 2.6681 -14.7917 0.63 0.01 0.28
H -7.5925 3.4063 -14.5480 -0.30 -0.06 0.13
H -6.9623 5.0877 -13.2231 0.27 0.13 1.03
H -5.8193 5.1197 -14.4179 0.50 -0.10 -0.11
H -4.8960 5.3287 -12.0783 0.64 0.12 0.09
H -3.9564 4.2305 -13.0857 -0.19 -0.11 -0.36
H -3.0473 2.3779 -11.6492 -0.18 0.00 -0.33
H -3.0573 3.8995 -10.8026 -0.13 0.00 0.37
H -3.6952 2.3568 -10.0446 0.15 0.31 0.30
H -5.9962 3.4416 -9.4098 -0.15 -0.69 -0.16
H -5.1913 4.8328 -9.7998 0.53 0.27 -0.44
H -6.7305 4.5606 -10.4944 0.08 -0.27 -0.58
H -8.0554 0.8896 -14.2525 -0.12 0.42 0.10
H -7.7288 0.0916 -12.7383 0.14 0.13 0.19
H -6.4318 0.4164 -13.9117 0.15 -0.16 0.10
H -5.2782 0.5134 -11.5289 -0.04 -0.83 0.60
```
Positions in Å, forces in eV/Å.

E_LUMO	-0.18659	hartree
energy above the lowest of the compared OMol25 structures with the same formula, charge and spin	99.5	kcal per mole
total charge	+1
Kohn-Sham gap	4.60	eV
highest occupied orbital energy	-9.674	eV

***

Entry 2:
A cluster of 8 separate species, C29H70N3O7 in total. Source: the Open Molecules 2025 dataset; level of theory: ωB97M-V/def2-TZVPD.

The geometry in XYZ format:
```
109
Properties=species:S:1:pos:R:3:forces:R:3
C -0.0124 4.7221 -1.5382 0.97 0.70 -0.05
C 0.1254 3.5646 -2.6921 0.93 0.14 0.48
C -0.8325 2.2531 -2.4861 0.08 -0.26 0.34
C -0.4379 1.0051 -3.5277 -1.56 0.58 0.18
C -2.4577 2.5730 -2.5795 -1.64 -0.68 1.20
C -3.3888 1.9502 -1.3821 -2.71 3.15 -4.58
C -5.0051 2.3144 -1.6169 4.54 0.38 -1.85
N -5.3154 3.1178 -2.8451 0.09 -2.01 3.17
N -4.5647 3.6357 -3.8459 4.41 -1.47 1.40
C -3.1002 3.4214 -3.8134 -1.83 -1.16 2.00
N -2.2787 3.9922 -4.9893 -1.60 -1.06 3.27
H -0.6500 5.6537 -1.9120 1.08 -2.18 0.99
H 1.0829 5.1640 -1.3630 -2.43 -0.94 -0.37
H -0.3598 4.3236 -0.4838 0.46 0.76 -2.29
H 1.2498 3.1689 -2.6235 -2.57 0.64 -0.23
H 0.0384 4.0914 -3.7330 0.06 -1.27 1.92
H -0.6150 1.8442 -1.3855 -0.70 1.07 -2.30
H 0.7179 0.9423 -3.7174 -2.38 0.16 0.48
H -0.8789 0.0088 -3.0382 1.17 2.13 -1.26
H -1.0437 1.2063 -4.5336 1.65 -0.80 2.06
H -3.0273 1.3194 -0.4653 -0.63 1.29 -1.95
H -5.8467 1.9336 -0.8667 1.76 1.19 -2.14
H -6.3620 3.2999 -2.9607 2.06 -0.14 -0.04
H -1.9227 4.9345 -4.6813 -0.35 -1.38 -0.54
H -1.5028 3.3195 -5.1735 -0.70 0.94 0.40
C -4.5151 -2.1019 2.5247 -0.18 0.17 0.29
C -4.1873 -1.5001 1.1676 0.26 -0.79 0.20
C -4.3575 -2.5203 0.0532 -0.14 0.05 -0.33
O -2.8430 -1.0267 1.1732 0.20 0.36 -0.18
H -3.8460 -2.9387 2.7544 -0.09 0.03 -0.16
H -4.3764 -1.3599 3.3184 -0.07 -0.08 -0.15
H -5.5483 -2.4614 2.5580 0.12 0.01 0.02
H -4.8374 -0.6385 0.9802 0.19 0.08 0.03
H -3.6828 -3.3720 0.1952 -0.11 0.07 0.13
H -4.1062 -2.0768 -0.9162 -0.08 -0.02 0.08
H -5.3860 -2.8923 0.0123 0.12 -0.01 -0.01
H -2.2586 -1.7851 1.3389 -0.11 0.18 0.01
C 0.8385 -1.9953 0.0045 -0.19 0.21 -0.22
C 0.8188 -2.1190 1.5196 0.65 -0.37 -0.27
C 2.2180 -2.3272 2.0769 0.15 0.22 0.25
O -0.0067 -3.2191 1.8930 -0.49 -0.16 0.01
H 1.2329 -2.9069 -0.4582 0.10 0.09 0.11
H -0.1765 -1.8581 -0.3837 0.06 0.05 0.06
H 1.4530 -1.1476 -0.3145 -0.02 -0.11 0.01
H 0.3791 -1.2160 1.9571 -0.11 -0.22 0.04
H 2.6614 -3.2506 1.6878 -0.08 0.08 -0.11
H 2.1871 -2.4269 3.1672 -0.05 0.07 -0.15
H 2.8739 -1.4895 1.8201 -0.03 -0.12 0.04
H 0.3762 -4.0254 1.5090 -0.13 0.37 0.19
C 4.6627 1.4713 3.9212 -0.23 -0.08 0.30
C 5.2208 0.4108 2.9857 0.37 0.70 -0.06
C 6.6660 0.7037 2.6151 0.25 -0.34 0.07
O 4.4300 0.3626 1.8010 -0.39 -0.04 -0.38
H 4.6756 2.4588 3.4465 0.15 -0.07 0.00
H 3.6182 1.2542 4.1696 0.14 -0.04 0.00
H 5.2402 1.5224 4.8495 -0.05 0.04 -0.12
H 5.1555 -0.5729 3.4635 -0.13 0.07 -0.23
H 6.7500 1.6639 2.0941 -0.10 0.04 0.11
H 7.0506 -0.0610 1.9318 -0.09 0.05 0.12
H 7.3036 0.7317 3.5043 -0.12 -0.01 -0.22
H 4.4821 1.2319 1.3700 0.07 -0.39 0.25
C -2.1826 -1.9293 -7.6608 0.26 -0.23 -0.10
C -2.2340 -1.3149 -6.2711 -0.64 -0.02 -0.44
C -3.6678 -1.1009 -5.8125 -0.25 -0.08 0.20
O -1.5501 -0.0646 -6.2818 0.21 0.50 -0.03
H -2.6577 -1.2720 -8.3978 -0.10 -0.05 0.13
H -1.1447 -2.0662 -7.9829 -0.14 -0.03 0.10
H -2.6870 -2.9003 -7.6822 0.02 0.13 -0.02
H -1.7139 -1.9670 -5.5609 0.05 0.26 -0.04
H -4.1956 -0.4143 -6.4838 0.11 -0.06 -0.11
H -3.6894 -0.6469 -4.8160 0.05 -0.12 -0.02
H -4.2167 -2.0472 -5.7784 0.13 0.22 0.02
H -2.0051 0.5208 -6.9097 0.15 -0.37 0.14
C -3.3151 1.7860 6.5345 -0.18 0.16 0.27
C -2.9873 2.3878 5.1774 0.25 -0.61 0.18
C -3.1575 1.3675 4.0630 -0.11 0.06 -0.30
O -1.6430 2.8612 5.1830 0.19 0.12 -0.09
H -2.6460 0.9491 6.7642 -0.09 0.00 -0.15
H -3.1764 2.5279 7.3282 -0.08 -0.07 -0.17
H -4.3483 1.4264 6.5678 0.12 0.00 0.04
H -3.6374 3.2494 4.9900 0.27 0.02 0.03
H -2.4828 0.5159 4.2050 -0.12 0.03 0.08
H -2.9062 1.8111 3.0936 -0.07 -0.02 0.12
H -4.1860 0.9955 4.0221 0.09 -0.01 0.00
H -1.0586 2.1028 5.3486 -0.29 0.32 -0.04
C -3.0086 -6.2210 -5.5746 0.03 -0.06 -0.36
C -2.5334 -4.9503 -4.8885 -0.25 -0.61 0.39
C -1.9268 -5.2494 -3.5267 0.29 0.17 0.14
O -3.6342 -4.0592 -4.7296 -0.21 0.23 0.07
H -3.7849 -6.7191 -4.9829 0.15 0.03 0.07
H -3.4540 -5.9892 -6.5481 0.14 -0.01 0.11
H -2.1812 -6.9213 -5.7257 -0.13 0.05 0.02
H -1.7923 -4.4466 -5.5188 -0.22 0.11 0.06
H -2.6646 -5.7130 -2.8624 0.03 -0.08 -0.15
H -1.6004 -4.3244 -3.0393 0.02 -0.09 -0.11
H -1.0669 -5.9205 -3.6164 -0.11 0.06 0.06
H -4.2973 -4.4981 -4.1711 0.31 0.12 -0.26
C 8.8627 2.7026 7.0758 -0.24 -0.06 0.27
C 9.4208 1.6420 6.1403 0.26 0.65 -0.01
C 10.8660 1.9350 5.7698 0.26 -0.26 -0.06
O 8.6300 1.5938 4.9556 -0.13 -0.01 -0.13
H 8.8756 3.6901 6.6011 0.15 -0.08 0.01
H 7.8182 2.4855 7.3242 0.17 -0.04 0.01
H 9.4402 2.7537 8.0041 -0.08 0.04 -0.10
H 9.3555 0.6584 6.6182 -0.13 0.08 -0.24
H 10.9500 2.8952 5.2487 -0.07 0.01 0.15
H 11.2506 1.1703 5.0864 -0.06 0.06 0.16
H 11.5036 1.9629 6.6589 -0.05 0.03 -0.13
H 8.6821 2.4631 4.5246 0.02 -0.35 0.21
```
Positions in Å, forces in eV/Å.

E_LUMO	-0.17067	hartree
total charge	+1
Kohn-Sham gap	6.88	eV
highest occupied orbital energy	-11.520	eV

***

Number 1: strongest force on any atom 5.41 eV/A. Number 2: strongest force on any atom 6.18 eV/A.